[1]
Molecular formula: C6H10
Method: DFT, the ωB97M-V functional and the def2-TZVPD basis

Last column: Mulliken charge in e.
Positions of all 16 atoms, in Å:
C  -0.804483  -0.534434  -0.959382  -0.660
C  0.398931  -1.281734  -0.383128  -0.888
C  0.868960  -0.130144  0.704425  -0.188
C  -0.474101  0.110249  1.316729  -0.541
C  -0.686968  0.690226  -0.349263  -0.438
C  0.744799  1.100057  -0.206709  -0.558
H  -0.590040  -0.263963  -1.986468  0.305
H  -1.720443  -0.981296  -0.604707  0.338
H  0.170919  -2.223106  -0.244077  0.459
H  1.023430  -1.248593  -1.402366  0.299
H  1.936227  0.009537  1.327265  0.308
H  -0.694708  1.075072  2.002420  0.277
H  -1.361173  -0.648193  1.680819  0.249
H  -1.511886  1.372859  -0.543804  0.441
H  1.157156  2.122004  0.183550  0.269
H  1.307689  1.060360  -1.148662  0.326

Cartesian forces, eV/Å:
0.38 -2.72 -1.50
3.64 5.79 -3.68
3.31 -0.86 0.44
-4.72 3.17 0.62
-1.80 4.53 6.10
1.80 1.35 -0.69
-1.06 -1.21 -1.02
-0.62 -0.33 -1.11
-0.66 -4.76 1.89
-0.08 -0.46 2.75
-2.84 -1.64 -1.39
1.24 -2.13 -1.43
2.85 1.16 -1.02
0.18 0.39 0.04
-1.68 -1.83 0.10
0.06 -0.46 -0.09

Calculated values
Gap between HOMO and LUMO (Ha): 0.374
Charge: 0
Highest occupied orbital energy (eV): -9.10
Molar mass (g mol⁻¹): 82.1

[2]
Molecular formula: C2H6N5
Method: DFT, the ωB97M-V functional and the def2-TZVPD basis

Last column: Mulliken charge in e.
Positions of all 13 atoms, in Å:
C  -0.135758  0.068762  -0.077885  0.430
C  0.589542  1.367619  0.129728  -0.332
N  2.011601  1.058973  -0.301994  -0.089
N  2.534734  0.017077  -0.213667  -0.129
N  1.869923  -1.066770  0.372555  -0.123
N  0.510167  -1.085946  -0.000365  -0.038
N  -1.379281  0.015044  -0.447418  -0.350
H  0.090632  2.234632  -0.344808  0.363
H  0.667871  1.433936  1.153068  0.307
H  2.267596  -1.909111  0.464113  0.230
H  0.008078  -1.878302  -0.477963  0.250
H  -1.694454  0.762129  -1.042961  0.259
H  -1.716557  -0.915138  -0.674186  0.223

Cartesian forces, eV/Å:
1.44 -0.04 0.08
0.13 -2.91 -1.71
-1.87 4.84 -1.44
2.82 -3.80 0.72
-4.11 4.28 -0.32
-0.48 0.02 0.20
-1.43 -0.24 -1.05
0.75 -0.54 0.19
0.16 0.85 2.63
2.18 -3.60 -0.17
1.52 0.58 0.81
-0.58 0.21 0.14
-0.54 0.35 -0.09

Calculated values
Gap between HOMO and LUMO (Ha): 0.358
Charge: +1
Highest occupied orbital energy (eV): -13.79
Molar mass (g mol⁻¹): 100.1

[3]
Molecular formula: C4H6O2
Method: DFT, the ωB97M-V functional and the def2-TZVPD basis

Last column: Mulliken charge in e.
Positions of all 12 atoms, in Å:
O  2.490093  -0.675085  -0.323469  -0.451
C  1.864278  0.043190  0.424655  -0.179
C  0.422832  0.536855  0.113158  0.217
C  -0.409756  -0.413355  -0.756011  -0.434
C  -1.573024  -0.100325  0.177611  -0.302
O  -0.698790  0.636833  1.066909  -0.402
H  2.328782  0.509418  1.316379  0.345
H  0.643245  1.577735  -0.190369  0.229
H  -0.140907  -1.443875  -0.422564  0.205
H  -0.523612  -0.140567  -1.828104  0.311
H  -1.984135  -1.002003  0.649476  0.230
H  -2.419007  0.471178  -0.227669  0.231

Cartesian forces, eV/Å:
-0.80 0.64 0.63
-0.46 -0.09 0.21
-0.12 0.01 -0.13
-0.06 -0.03 0.04
-0.19 -0.11 0.04
0.82 -0.28 0.21
0.08 -0.18 -0.01
-0.28 -0.30 -0.57
0.33 0.61 -1.49
0.26 -0.87 0.74
0.02 0.30 0.12
0.39 0.30 0.20

Calculated values
Gap between HOMO and LUMO (Ha): 0.383
Charge: 0
Highest occupied orbital energy (eV): -9.67
Molar mass (g mol⁻¹): 86.1

[4]
Molecular formula: C36H45F27O18
Method: DFT, the ωB97M-V functional and the def2-TZVPD basis

Last column: Mulliken charge in e.
Positions of all 126 atoms, in Å:
C  0.224362  1.599771  4.251791  -0.573
C  -0.680318  2.663852  4.852826  -0.585
O  -1.159671  2.226249  6.114170  -0.221
C  -1.734054  3.186786  6.866078  0.342
O  -1.674931  4.393417  6.663578  -0.543
C  -2.472468  2.658302  8.111107  0.858
F  -1.968277  3.186611  9.256357  -0.256
F  -3.718404  3.013858  8.112237  -0.256
F  -2.435146  1.354538  8.105007  -0.238
H  1.170113  1.683496  4.787178  0.615
H  0.407155  1.789271  3.194070  -0.233
H  -0.163991  0.584017  4.326083  0.392
H  -1.510455  2.782828  4.156539  0.266
H  -0.260407  3.668631  4.805997  0.373
C  -3.693303  -3.220007  -0.901537  -0.239
C  -3.752179  -4.284394  -2.013398  -0.522
O  -4.294089  -3.853565  -3.328583  -0.334
C  -3.595547  -3.017417  -4.099212  0.491
O  -2.475283  -2.600987  -3.718815  -0.579
C  -4.211519  -2.689993  -5.492086  0.751
F  -4.827724  -1.511455  -5.294949  -0.199
F  -3.321148  -2.596793  -6.417698  -0.221
F  -5.102539  -3.641073  -5.821827  -0.249
H  -4.564895  -2.578329  -0.772384  0.538
H  -2.869775  -2.584310  -1.226775  -0.065
H  -3.445917  -3.650759  0.068697  -0.205
H  -4.369034  -5.116230  -1.673352  0.394
H  -2.712738  -4.607224  -1.954680  0.379
C  -0.423641  1.100661  -1.928787  -0.975
C  -1.178984  -0.082695  -1.492934  -0.126
O  -1.925881  0.040028  -0.370813  0.022
C  -1.440971  -0.160953  0.881494  0.204
O  -0.302022  -0.524831  1.243587  -0.285
C  -2.534503  -0.160714  1.948028  0.483
F  -3.809750  0.018025  1.450259  -0.184
F  -2.462183  -1.349232  2.614132  -0.151
F  -2.285593  0.828320  2.876034  -0.201
H  0.276830  0.783060  -2.701168  0.378
H  0.107172  1.467063  -1.050103  0.006
H  -0.953834  2.012897  -2.202292  0.342
H  -0.513772  -0.944241  -1.435155  0.407
H  -1.860221  -0.369385  -2.294076  0.062
C  8.338870  -0.302943  -3.035014  -1.169
C  7.385704  -0.759109  -1.928531  -0.191
O  6.113926  -0.877384  -2.565722  -0.194
C  5.005168  -1.233660  -1.795705  0.366
O  5.083341  -1.706592  -0.657195  -0.518
C  3.679329  -1.183143  -2.606366  0.804
F  3.865006  -0.637566  -3.868196  -0.265
F  3.236764  -2.430926  -2.819842  -0.231
F  2.755449  -0.435958  -1.961616  -0.151
H  9.342273  -0.399443  -2.620322  0.381
H  8.092519  0.707170  -3.362275  0.305
H  8.298091  -1.016390  -3.858071  0.313
H  7.303809  -0.065189  -1.091940  0.288
H  7.743578  -1.693016  -1.495118  0.296
C  2.018030  -1.965840  3.393099  -0.170
C  3.150958  -2.930751  3.797196  -0.722
O  3.182568  -3.995489  2.904880  -0.078
C  4.082794  -5.032016  3.008955  0.170
O  4.858198  -5.226796  3.965572  -0.565
C  4.064354  -5.946522  1.804393  0.967
F  3.183908  -5.548396  0.873237  -0.203
F  5.266233  -5.838473  1.212654  -0.262
F  3.782885  -7.182593  2.202708  -0.251
H  2.006765  -1.172837  4.140839  0.320
H  1.066498  -2.496553  3.360871  0.093
H  2.223636  -1.595570  2.388747  -0.060
H  3.053139  -3.208523  4.846666  0.389
H  4.112355  -2.423500  3.716516  0.366
C  -6.074644  0.305997  -2.855270  -1.268
C  -4.714624  0.993411  -2.655383  0.372
O  -4.803074  2.399364  -2.810213  -0.314
C  -5.143824  3.257921  -1.690968  0.382
O  -5.231838  2.902460  -0.508237  -0.520
C  -5.392280  4.707935  -2.192881  0.811
F  -6.534710  5.228800  -1.585258  -0.246
F  -4.369214  5.537530  -1.853207  -0.241
F  -5.511136  4.713385  -3.494053  -0.214
H  -6.772603  0.559230  -2.057264  0.384
H  -6.032652  -0.779982  -2.771628  0.286
H  -6.445669  0.382801  -3.877295  0.356
H  -3.913780  0.732578  -3.347263  0.332
H  -4.237154  0.735335  -1.710117  -0.078
C  -4.903196  -6.154392  1.754027  -1.076
C  -3.835210  -5.328179  2.512889  -0.279
O  -2.720828  -5.336679  1.717631  -0.185
C  -1.648356  -4.690188  2.036690  0.364
O  -1.486589  -4.078780  3.056770  -0.559
C  -0.502925  -4.760421  0.989478  0.862
F  0.035887  -3.590563  0.872376  -0.103
F  0.419684  -5.670820  1.294908  -0.261
F  -0.990812  -5.230671  -0.141954  -0.273
H  -4.533208  -7.164521  1.578382  0.309
H  -5.259035  -5.785589  0.792017  0.186
H  -5.767896  -6.223664  2.414014  0.399
H  -3.558933  -5.724469  3.489994  0.425
H  -4.096886  -4.293820  2.735888  0.235
C  1.213178  4.109326  -2.998120  -0.621
C  2.433506  4.877644  -3.454129  -0.463
O  2.447490  5.085993  -4.873335  -0.254
C  3.641899  5.449720  -5.543137  0.369
O  4.720545  5.256600  -4.936244  -0.537
C  3.371062  6.129988  -6.924026  0.846
F  2.434861  7.052129  -6.804048  -0.214
F  4.479097  6.660035  -7.485974  -0.236
F  2.982690  5.191008  -7.798921  -0.241
H  0.308987  4.483589  -3.478209  0.419
H  1.061723  4.304186  -1.936427  0.207
H  1.295548  3.024286  -3.061454  0.091
H  3.283274  4.279464  -3.125229  0.357
H  2.524123  5.825913  -2.924348  0.293
C  1.921511  4.973689  3.388069  -1.243
C  1.478694  4.254582  2.095659  -0.082
O  2.369441  3.144520  2.043153  -0.118
C  2.643450  2.460643  0.936087  0.170
O  2.177811  2.815386  -0.175884  -0.528
C  3.619587  1.252934  1.055273  0.975
F  4.273106  1.220877  2.234690  -0.293
F  2.960603  0.111454  0.840056  -0.186
F  4.483110  1.268206  0.122975  -0.222
H  1.817432  4.370772  4.290160  0.242
H  1.450324  5.932702  3.603408  0.411
H  2.992647  5.144473  3.280377  0.357
H  1.393003  4.896478  1.218892  0.352
H  0.470191  3.880311  2.271566  0.177

Cartesian forces, eV/Å:
0.54 0.41 0.68
-0.36 -0.21 -2.31
-0.75 0.93 1.05
0.98 2.37 -0.60
-0.27 -2.34 0.16
1.02 0.64 0.22
0.49 -0.67 -0.64
-1.91 0.71 -0.52
0.39 -1.42 0.71
0.26 -0.44 -0.17
-0.04 0.13 0.08
-0.12 0.18 0.19
-0.62 -0.18 0.32
0.44 -0.17 0.90
-0.01 0.89 -1.05
-0.13 0.37 1.41
-0.01 0.02 0.12
4.28 -0.36 2.75
-3.29 -0.52 -1.84
-0.95 -0.78 2.43
-0.29 0.04 -0.68
0.83 0.28 -0.90
0.07 0.62 -0.14
-0.23 -0.21 -0.15
0.02 0.33 0.45
-0.02 -0.29 -0.26
-0.23 0.08 -0.68
-0.03 -0.33 -1.45
1.07 1.42 0.96
0.85 -1.79 -3.06
-1.46 0.59 4.35
3.17 -1.84 -0.58
-3.49 1.68 -1.70
-1.24 0.34 1.16
1.95 -0.35 0.88
-0.49 1.29 -0.82
-0.53 -1.07 -1.25
0.02 0.32 0.03
0.78 -0.14 -0.08
-0.62 -0.43 -0.53
0.28 0.00 0.38
-0.39 -0.08 0.11
-0.18 -0.50 0.85
0.57 0.10 -0.13
-3.05 -0.41 1.04
2.85 -1.45 1.66
-0.61 1.69 -3.11
0.20 0.73 -1.54
-0.25 -0.44 1.79
-0.06 0.66 0.55
0.63 -0.85 -0.54
0.14 0.49 -0.12
0.25 -0.12 -0.07
-0.19 0.17 -0.10
0.01 0.22 -0.11
-0.39 -0.29 -0.16
0.78 -1.00 -0.09
0.19 1.78 0.90
0.89 -3.15 -1.31
0.91 1.97 4.10
-2.48 0.65 -3.12
-0.22 1.01 -0.82
-0.09 -0.50 0.35
0.02 -0.82 0.30
0.34 -0.05 -0.48
-0.18 0.14 -0.22
-0.07 0.11 0.18
-0.11 0.24 0.18
-0.11 -0.55 -0.08
0.11 0.18 0.07
0.64 -0.66 -0.05
0.34 -0.80 0.57
-1.11 3.28 2.34
0.42 -3.57 1.54
0.32 1.25 -4.11
-0.37 0.77 1.37
1.66 -0.97 -1.12
-0.69 -0.81 -0.12
-0.43 0.42 -0.39
-0.15 0.56 -0.37
0.71 -0.20 0.28
-0.27 0.81 0.19
-0.51 -0.28 -0.59
-0.49 0.14 0.50
0.08 0.07 1.17
-1.80 -0.04 0.70
1.46 -0.89 -2.79
1.20 0.81 1.40
0.04 0.10 0.08
-1.07 -1.86 0.71
0.60 1.09 -0.49
0.59 0.08 1.09
-0.69 0.55 -1.75
0.08 0.01 0.13
0.36 0.51 0.13
-0.12 -0.12 -0.08
-0.29 -0.47 0.03
-0.42 0.13 -0.26
-0.63 0.47 0.09
0.94 -0.83 0.76
1.02 1.13 -2.52
1.55 -1.62 5.56
-3.25 1.23 -3.32
0.97 -0.93 -0.56
0.03 0.14 -0.04
-0.55 0.06 1.06
-0.52 -0.06 0.26
-0.04 -0.21 -0.23
0.20 0.07 0.08
0.08 0.15 -0.46
0.34 0.16 -0.37
-0.15 0.25 -0.35
0.64 0.18 -0.43
-1.08 0.66 1.63
1.22 -1.67 -0.30
-2.33 2.84 -3.19
1.67 -1.75 3.18
-1.36 -0.40 1.48
-0.65 -0.03 -0.21
-0.83 -0.09 0.99
2.42 1.07 -2.21
-0.19 -0.30 -0.26
-0.21 -0.07 -0.42
0.06 0.24 0.10
0.78 -0.27 -0.14
-0.09 -0.33 -0.25

Calculated values
Gap between HOMO and LUMO (Ha): 0.412
Charge: 0
Highest occupied orbital energy (eV): -11.06
Molar mass (g mol⁻¹): 1278.7

[5]
Molecular formula: C3H4ClNS
Method: DFT, the ωB97M-V functional and the def2-TZVPD basis

Last column: Mulliken charge in e.
Positions of all 10 atoms, in Å:
C  -0.387084  -0.948914  -0.029008  0.133
C  1.386846  0.525356  0.342340  -0.303
C  -1.352292  -0.080898  -0.537666  -0.480
N  0.827272  -0.750864  0.252679  -0.484
S  0.294080  1.874754  -0.122120  -0.226
Cl  -2.938608  -0.052719  0.075521  -0.096
H  -0.523544  -2.037934  0.028407  0.376
H  1.492124  0.481767  1.461884  0.270
H  2.422442  0.601172  -0.015397  0.337
H  -1.221233  0.388282  -1.456641  0.473

Cartesian forces, eV/Å:
2.00 -2.88 0.44
-0.09 0.89 2.65
-0.03 3.26 1.16
0.64 -1.10 -1.17
-1.17 -1.25 -0.53
0.05 -0.14 0.03
-1.19 0.29 0.05
0.38 0.87 -0.59
-0.47 -0.13 -0.38
-0.12 0.18 -1.67

Calculated values
Gap between HOMO and LUMO (alpha / beta) (Ha): 0.265 / 0.262
Charge: 0
Highest occupied orbital energy (alpha / beta) (eV): -8.71 / -8.68
Molar mass (g mol⁻¹): 121.6

[6]
Molecular formula: C2H4N2S2
Method: DFT, the ωB97M-V functional and the def2-TZVPD basis

Last column: Mulliken charge in e.
Positions of all 10 atoms, in Å:
C  1.628882  0.232157  -0.036235  0.693
C  -1.120938  0.419827  0.071372  -0.218
H  2.626970  -1.583058  -0.001661  0.227
H  3.625371  -0.198609  0.089651  0.231
H  2.542845  1.808906  0.082654  0.199
H  -0.671697  1.403496  0.244407  0.333
N  2.682372  -0.591813  0.225609  -0.472
N  1.551259  1.496928  -0.124976  -0.652
S  0.151217  -0.764963  -0.131571  -0.136
S  -2.701628  0.035060  0.048426  -0.203

Cartesian forces, eV/Å:
-1.32 -0.22 0.01
-0.04 -0.37 0.05
-0.19 0.52 0.14
-0.85 -0.32 0.11
-1.35 0.30 -0.43
-0.38 -0.05 -0.08
1.72 0.05 -0.21
2.28 -0.13 0.59
-0.71 -0.09 -0.16
0.86 0.31 0.00

Calculated values
Gap between HOMO and LUMO (Ha): 0.312
Charge: 0
Highest occupied orbital energy (eV): -8.76
Molar mass (g mol⁻¹): 120.2

The records above give, respectively, relative energy (zero: lowest compared OMol25 entry of this formula, charge and spin) values of 100.1 79.3 57.5 118.7 65.5 28.5 kcal/mol.